98
Properties=species:S:1:pos:R:3:forces:R:3:lowdin_charge:R:1 method="wB97M-V/def2-TZVPD" orbital_gap_ev=7.2 total_energy_ha=-8010.9623 total_charge=+1
C 0.24179 -4.67086 -0.77648 -0.5384 -0.7146 -0.9308 -0.134
C -1.28125 -4.99247 -0.97354 0.3840 -0.3682 1.0397 -0.230
C -2.18624 -4.41850 0.17843 -0.2552 -0.1759 -1.0680 -0.182
C -3.11465 -3.25630 -0.30179 0.2877 -1.3224 0.7847 -0.199
O -2.46757 -1.97572 -0.33258 -0.0039 -0.1154 -1.6069 -0.082
O -2.07037 -1.66945 0.98713 0.6191 0.6119 1.2777 -0.053
C -1.64855 -0.33343 1.04348 -1.1187 -0.2328 -0.1312 -0.332
O -2.31056 0.42350 1.68758 1.0022 -0.1889 -0.2146 0.212
C -0.34152 -0.01332 0.32347 1.5304 0.0574 -0.8177 0.019
C 0.65329 -1.02735 0.24835 -0.3397 0.8266 -0.3118 0.016
C 1.85395 -0.79817 -0.44731 0.0912 -0.2683 -0.3805 -0.267
P 2.98046 -2.29707 -0.39892 -0.0769 -1.3683 1.4947 0.958
C 4.48736 -1.65584 0.53313 0.0589 1.1896 -0.5408 -0.244
O 3.44407 -2.75179 -1.93579 0.3158 1.0551 0.5961 -0.310
N 2.13160 0.40587 -1.06098 -1.0023 -0.0795 0.6384 0.060
C 3.41031 0.54664 -1.81682 1.5138 0.1202 -0.9370 -0.285
C 4.32328 1.72493 -1.33615 0.1064 -0.3860 -0.6889 -0.014
C 3.22542 0.53972 -3.37650 -0.1286 -0.1526 -0.4509 -0.165
C 2.43389 -0.67952 -3.96004 1.3469 -0.1234 0.5815 -0.144
C 1.22576 1.41863 -0.96966 -1.3999 0.6404 0.2701 -0.082
C 1.43255 2.81788 -1.55540 0.8228 0.1503 -0.9908 -0.110
C 2.12085 3.88698 -0.62535 -1.0215 -0.5779 -0.7278 -0.154
P 2.30457 3.59033 1.16224 1.9274 2.2733 2.6817 0.590
O 3.46861 4.39683 1.60993 -0.1086 -0.3295 -0.7897 -0.283
O 1.01619 4.18294 2.01905 1.1726 -1.2147 -1.3608 -0.247
C 1.41782 5.01551 3.12364 -1.2622 1.3801 2.1024 -0.276
C 0.09286 5.35802 3.89704 0.2606 -1.1750 -1.3300 -0.061
O 2.59941 2.04611 1.61307 -1.2582 1.0662 -1.0307 -0.263
C 3.48789 1.92231 2.75507 0.2819 -2.1393 0.9787 -0.228
C 3.20439 0.49621 3.37274 -0.6747 0.2379 -0.7948 -0.055
C -0.03256 1.23333 -0.29931 -0.5870 -0.8043 0.8815 -0.012
C -1.10287 2.30891 -0.23610 -0.4832 0.8662 -0.2154 -0.172
C -1.46808 3.01482 0.94053 -0.6540 0.2638 -0.7736 0.001
C -2.51757 3.99299 0.87064 2.4969 -2.7038 -2.5015 -0.126
C -3.10680 4.16480 -0.44001 0.1181 0.3856 1.1971 -0.172
N -2.80121 3.48782 -1.55673 0.5563 -0.0450 1.2708 0.086
C -1.82662 2.59743 -1.41989 0.8716 -0.9347 -0.1211 -0.114
H 0.51169 -3.77227 -1.35470 0.0813 -0.1802 0.5721 -0.006
H 0.80904 -5.52008 -1.22244 -0.1180 0.6629 0.2748 0.077
H 0.53201 -4.61202 0.28895 -0.2039 0.1667 -0.5412 0.066
H -1.36444 -6.09968 -0.91735 -0.0899 0.6368 -0.1986 0.097
H -1.65439 -4.68633 -1.97450 0.3514 -0.1180 0.5880 0.076
H -2.85445 -5.24373 0.50481 0.2438 0.5946 -0.0346 0.074
H -1.56063 -4.14724 1.04916 -0.4786 0.0619 -0.3711 0.098
H -4.01919 -3.25631 0.33756 0.4360 0.4806 -0.4038 0.071
H -3.40519 -3.45688 -1.35305 0.1815 0.4641 0.5520 0.125
H 0.42862 -1.99545 0.72197 0.4362 0.4238 -0.4822 0.118
H 4.29458 -0.62528 0.91338 0.0555 -0.6136 -0.2462 0.022
H 5.37782 -1.57064 -0.12665 -0.4371 -0.2590 0.4159 0.055
H 4.70158 -2.27807 1.41903 -0.1566 0.0192 -0.6533 0.043
H 3.81208 -3.64556 -1.84799 -0.2733 0.1013 -0.1517 0.067
H 4.06370 -0.33511 -1.64875 -1.1890 0.1410 0.3177 0.104
H 5.37921 1.42854 -1.52066 -0.6931 0.0858 0.0593 0.106
H 4.25055 1.93855 -0.25637 -0.1925 0.0638 -0.5771 0.075
H 4.14163 2.59334 -1.99201 0.1395 -0.1507 0.6778 0.078
H 4.26218 0.48461 -3.77460 -0.5834 0.2897 0.2845 0.128
H 2.77669 1.46266 -3.78572 0.3002 -0.1859 0.5124 0.101
H 1.84068 -0.44929 -4.86132 0.1533 0.0745 0.6776 0.064
H 1.83933 -1.14558 -3.16284 0.0166 0.2985 -0.6277 -0.024
H 3.18833 -1.44353 -4.24632 -0.6639 0.3192 0.1161 0.074
H 2.05342 2.75001 -2.47291 -0.3575 -0.0737 0.6517 0.100
H 0.48215 3.25055 -1.92018 0.4090 -0.6550 0.4957 0.114
H 3.13039 4.10808 -1.02191 -0.4325 -0.2788 0.7939 0.092
H 1.56634 4.84408 -0.74446 0.2241 -0.6192 0.4528 0.122
H 1.86991 5.97911 2.83374 0.0374 -0.7640 -0.4200 0.122
H 2.08699 4.52130 3.84921 -0.0872 -0.0106 -0.7355 0.108
H -0.63803 5.65581 3.11385 0.3076 0.2448 0.7068 0.070
H -0.28807 4.39923 4.30881 0.1105 0.7307 0.1540 0.078
H 0.24284 6.12902 4.66855 -0.1106 -0.3951 -0.3701 0.083
H 4.52881 1.92745 2.38415 -0.5620 0.5626 0.2905 0.122
H 3.30140 2.64917 3.55827 0.1813 0.1331 -0.8357 0.107
H 2.32888 0.06667 2.83110 0.5251 0.2580 0.3460 0.067
H 4.03988 -0.20564 3.19920 -0.3249 0.4340 0.4558 0.060
H 2.89344 0.55697 4.43178 0.5214 -0.1005 -0.4867 0.080
H -0.94361 2.80190 1.87918 -0.3721 0.2098 -0.4399 0.114
H -2.73966 4.52271 1.78231 0.4751 -0.3781 -0.3772 -0.012
H -3.88924 4.92180 -0.54493 0.4871 -0.5372 -0.4138 0.048
H -1.54909 2.01611 -2.32310 -0.2993 0.4092 0.4280 0.133
C -5.49163 6.81252 2.03580 -0.2982 -0.0551 -0.0601 -1.473
Cl -4.39839 5.51374 1.51613 -2.2811 2.0667 1.4458 0.699
Cl -6.37406 7.47041 0.65415 0.0895 -0.0061 0.0547 0.541
Cl -6.60913 6.22799 3.26965 0.0933 0.0381 -0.0327 0.543
H -4.89302 7.60677 2.46694 -0.0119 -0.0688 -0.0422 0.018
C -5.18848 -7.50872 -0.89537 0.2260 -0.1875 0.0631 -1.510
Cl -5.55588 -5.79545 -1.12836 -0.0368 -0.0605 -0.1316 0.527
Cl -4.02854 -8.05148 -2.11166 -0.0491 0.0116 0.0205 0.532
Cl -4.57229 -7.83555 0.73401 0.1215 -0.4714 -0.5809 0.501
H -6.10625 -8.06987 -1.02760 0.0519 0.0495 0.0210 0.019
C -0.39424 -3.12587 -5.25979 0.0154 -0.1938 -0.0488 -1.499
Cl -1.04599 -4.76024 -5.14172 0.0029 0.1045 0.0132 0.553
Cl -0.18998 -2.42200 -3.64704 -0.5138 -0.1993 -0.0852 0.592
Cl 1.13618 -3.12926 -6.13941 -0.0762 0.0193 0.0141 0.562
H -1.10159 -2.51534 -5.80922 0.0470 -0.0165 0.0624 0.019
C -5.01135 -4.69803 3.45818 -0.0469 -0.0662 -0.0146 -1.498
Cl -4.12851 -5.93128 4.36462 -0.0422 0.0371 -0.0213 0.535
Cl -3.94379 -3.36132 3.02380 -0.0398 0.0597 0.2030 0.590
Cl -5.73035 -5.39108 2.00204 -0.2234 0.7016 0.6080 0.489
H -5.80558 -4.31489 4.08849 0.0718 -0.0140 -0.0249 0.018



81
Properties=species:S:1:pos:R:3:forces:R:3:lowdin_charge:R:1 method="wB97M-V/def2-TZVPD" de_lowest_kcal_mol=0.0 orbital_gap_ev="6.9 / 4.9" s2=6.025 multiplicity=5 total_energy_ha=-2573.5714 total_charge=+1
Rh -0.02359 0.60430 -4.47913 0.8715 -1.0123 8.1229 0.914
C -1.03363 -1.75552 0.73301 0.1945 -0.0034 -0.3332 -0.138
C 0.26501 -2.05288 0.23901 -0.1091 0.1313 0.1000 -0.141
C 0.46064 -0.35817 1.77932 0.0547 0.1689 0.3573 -0.115
C -0.91793 -0.69624 1.66924 -0.1242 0.1816 0.0514 -0.112
C 1.18972 -1.21164 0.91054 0.1618 0.0177 -0.2484 -0.132
C -2.30944 -2.39002 0.33027 -0.1143 -0.3475 0.0547 -0.013
H -2.13698 -3.30844 -0.23976 -0.0887 0.1873 0.0985 0.079
H -2.92348 -1.70937 -0.27788 0.1028 -0.0663 0.1871 0.085
H -2.89797 -2.65501 1.21870 0.0502 0.0930 -0.2083 0.103
C -2.02768 -0.06846 2.40472 -0.1445 -0.0905 0.3796 0.021
H -2.85844 -0.77452 2.53077 0.1501 0.2234 -0.0131 0.093
H -2.40698 0.81554 1.86624 0.1531 -0.0580 -0.0810 0.101
H -1.68804 0.26535 3.39379 -0.1443 -0.0114 -0.2207 0.104
C 1.04386 0.62616 2.71015 0.0844 0.4493 0.0234 0.007
H 1.25384 0.16379 3.68980 -0.0545 0.0157 -0.2369 0.118
H 0.35617 1.46611 2.87638 0.2003 -0.2035 -0.0545 0.091
H 1.98719 1.02834 2.31565 -0.2828 -0.1203 0.1199 0.098
C 2.65734 -1.20835 0.73816 0.2785 -0.1691 0.1845 -0.047
H 3.15544 -1.50177 1.67190 -0.0931 -0.0096 -0.0645 0.111
H 3.02204 -0.20285 0.46781 -0.2356 -0.4865 0.2737 0.013
H 2.96184 -1.90794 -0.04536 0.0277 0.1267 0.1172 0.082
C 0.62306 -3.03620 -0.80884 0.0178 -0.3852 -0.3868 -0.012
H 1.21855 -3.86996 -0.39724 -0.1648 0.2978 -0.1019 0.112
H 1.23052 -2.56912 -1.60379 -0.1688 -0.1037 0.3108 0.093
H -0.26734 -3.46927 -1.28313 0.2753 0.1045 0.1497 0.069
C -1.27574 1.78559 -5.37389 -1.4535 -0.2895 -1.6712 -0.256
C -1.70667 0.40295 -5.45920 -1.3090 0.9988 -1.7195 -0.336
C -1.49696 -0.42421 -6.71143 -0.2950 -0.4061 0.1220 -0.170
C -0.00615 -0.56797 -7.09547 0.0423 -0.3861 -0.3139 -0.157
C 0.94200 -0.17078 -5.97054 0.9489 0.5544 -1.8798 -0.271
C 1.34872 1.19501 -5.73655 0.8733 -0.1075 -2.5196 -0.284
C 0.85955 2.33487 -6.62882 0.3664 0.4220 0.2420 -0.166
C -0.67023 2.51509 -6.56017 -0.0703 0.4695 -0.0443 -0.160
H -2.08807 -0.00316 -7.53632 0.1333 -0.0769 0.0725 0.122
H 0.19946 -0.00219 -8.01278 0.1083 0.0083 0.2236 0.117
H -1.91659 -1.42251 -6.51625 0.1004 0.2517 -0.1081 0.106
H -1.15349 2.20790 -7.49371 0.0310 -0.1165 0.1255 0.115
H -1.85369 2.39478 -4.67193 0.4241 -0.0095 0.1528 0.119
H -2.59990 0.15805 -4.87440 0.3522 -0.1070 -0.1748 0.073
H -0.89424 3.58139 -6.44286 0.0336 -0.1928 -0.1264 0.117
H 1.32913 3.25569 -6.25387 -0.0857 -0.2321 -0.1425 0.113
H 2.35713 1.32542 -5.31069 -0.6020 0.0497 0.0994 0.099
H 1.19889 2.22755 -7.67156 -0.0589 -0.1114 0.3025 0.121
H 0.19258 -1.62044 -7.33144 -0.0686 0.2504 -0.0930 0.114
H 1.67087 -0.93037 -5.65623 -0.4132 0.0349 0.1760 0.116
P -1.61098 -0.41226 -2.56497 -0.4555 0.2807 -1.2675 0.961
C -3.02676 0.68556 -2.21073 0.1084 -0.1632 0.6304 -0.293
C -2.34415 -1.93446 -3.28558 -0.1056 -0.1836 0.2303 -0.325
P 2.64783 1.07347 -1.57449 -1.5035 0.8770 -1.8934 0.888
C 0.98390 1.22551 -2.44954 0.4208 0.5162 2.6138 -0.331
C 3.44399 0.13795 -2.93148 0.6869 -0.4652 0.2226 -0.306
C 3.28639 2.77198 -1.85859 0.1761 -0.1340 0.1711 -0.287
H -2.74802 1.33824 -1.35370 -0.0267 -0.1217 -0.3710 0.011
H -3.91015 0.09422 -1.93608 0.0953 0.1795 -0.1946 0.047
H -3.24526 1.31614 -3.08208 -0.0546 -0.1332 0.1157 0.038
H -1.78026 -2.23464 -4.17733 -0.0485 0.0307 0.2326 0.030
H -3.41032 -1.87528 -3.53523 0.2262 0.0510 0.1418 0.056
H -2.19677 -2.70274 -2.51456 -0.1881 -0.1169 -0.3252 0.006
H 3.21425 3.05183 -2.91837 0.0848 -0.0154 0.2629 0.043
H 4.33466 2.79194 -1.52749 -0.2267 0.2145 -0.1531 0.045
H 2.69535 3.46315 -1.24161 0.2062 -0.1653 -0.1576 0.039
H 0.25927 0.76806 -1.73534 0.5154 0.5022 -0.9166 -0.096
H 0.78845 2.31176 -2.48740 -0.3939 -0.3403 -0.3836 0.028
H 4.29867 -0.40329 -2.50329 -0.0579 0.0087 -0.5171 0.035
H 3.76983 0.81347 -3.73299 -0.0219 -0.2981 0.1554 0.033
H 2.69254 -0.56727 -3.31453 0.4546 0.0329 0.0510 0.013
Cl -0.26168 7.33140 4.43522 -0.0027 0.2344 0.2118 0.678
C -0.46551 6.05782 3.29989 -0.1506 -1.0811 -0.9427 -0.685
C -1.75748 5.66861 2.89368 0.7911 -0.1524 -0.1170 -0.091
C -1.90485 4.62315 1.97025 0.4258 0.2549 0.2796 -0.017
C -0.78555 3.95804 1.44936 0.1592 0.5724 0.4901 -0.147
C 0.49665 4.36890 1.85294 -0.3354 0.4113 0.3996 -0.037
C 0.66807 5.40608 2.77718 -0.6787 -0.0241 -0.0778 -0.098
C -0.92031 2.79293 0.49051 0.0097 0.0489 -0.0101 -0.622
O -2.08876 2.43677 0.17381 0.8381 -0.1706 0.0898 -0.066
O 0.18635 2.28660 0.13806 -0.6689 -0.4941 -0.2101 -0.081
H -2.61668 6.18678 3.30421 0.0516 -0.0733 -0.0700 0.101
H -2.89586 4.32050 1.64913 0.1259 -0.0198 0.0149 0.112
H 1.37087 3.87260 1.44216 -0.2076 0.0080 0.0308 0.102
H 1.66357 5.70956 3.09128 -0.2052 -0.0054 -0.0411 0.101